No. 1
{
  "formula": "C20H13CoN2O8Se",
  "method": "ωB97M-V/def2-TZVPD",
  "elements": ["Co", "O", "C", "O", "C", "C", "C", "C", "C", "N", "C", "O", "O", "H", "H", "H", "H", "O", "C", "O", "C", "C", "C", "C", "O", "C", "O", "C", "C", "H", "H", "H", "H", "H", "Se", "C", "C", "C", "N", "C", "C", "H", "H", "H", "H"],
  "positions_angstrom": [[1.33615, -1.76566, -0.30089], [3.23767, -1.48299, -3.72949], [2.82519, -1.49616, -2.50250], [1.67019, -1.71864, -2.23469], [3.77556, -1.26747, -1.38834], [5.09664, -0.88844, -1.38342], [5.75210, -0.78583, -0.16011], [5.07358, -1.05179, 1.01477], [3.73220, -1.37477, 0.92611], [3.14202, -1.47440, -0.24688], [2.70007, -1.60311, 2.04040], [3.01402, -1.67487, 3.19956], [1.49771, -1.68015, 1.53805], [2.48771, -1.71304, -4.30354], [5.58541, -0.66866, -2.32445], [6.79160, -0.48577, -0.12172], [5.55503, -0.99574, 1.98297], [-1.95602, -3.92734, -0.49443], [-1.52880, -2.82551, -0.23276], [-0.26870, -2.49411, -0.41802], [-2.42680, -1.73533, 0.28106], [-3.79085, -1.97849, 0.28504], [-4.70557, -1.00332, 0.69213], [-4.19014, 0.21037, 1.07111], [-4.86117, 1.32814, 1.48678], [-3.86463, 2.31550, 1.75903], [-2.58805, 1.72847, 1.52143], [-2.82719, 0.44807, 1.08742], [-1.91703, -0.50101, 0.71074], [-4.13619, -2.94803, -0.04641], [-5.77143, -1.19460, 0.69846], [-3.93791, 2.62868, 2.80086], [-3.99802, 3.17311, 1.09930], [-0.85254, -0.31802, 0.77405], [1.55019, 0.87447, -0.49358], [-0.01513, 1.95619, -0.45620], [-1.03900, 1.80238, -1.38303], [-2.10253, 2.69174, -1.34187], [-2.20080, 3.68008, -0.45040], [-1.21020, 3.81600, 0.43121], [-0.09578, 2.98865, 0.46640], [-1.00396, 1.01187, -2.12162], [-2.91216, 2.61929, -2.06152], [-1.31507, 4.63228, 1.13878], [0.69263, 3.14798, 1.19021]],
  "e_lumo_ev": [-2.149, -2.108],
  "e_above_lowest_kcal_mol": 22.8,
  "gap_ev": [5.7, 5.7]
}

---

No. 2
{
  "formula": "C20H13N5O2PdS3",
  "method": "ωB97M-V/def2-TZVPD",
  "elements": ["Pd", "O", "C", "N", "C", "O", "C", "C", "C", "C", "C", "N", "C", "C", "C", "C", "C", "N", "H", "H", "H", "H", "H", "H", "H", "H", "S", "C", "S", "C", "N", "N", "C", "C", "C", "C", "C", "C", "S", "H", "H", "H", "H", "H"],
  "positions_angstrom": [[0.05401, -0.63919, -1.81772], [2.29631, 0.80981, -5.22892], [1.68991, 0.51941, -4.20002], [1.51911, -0.67349, -3.60822], [1.84011, -1.87589, -4.12292], [2.70091, -2.17669, -4.94392], [0.96771, -2.95389, -3.49522], [1.43591, -4.25459, -3.37282], [0.64951, -5.20619, -2.73742], [-0.58929, -4.81469, -2.25082], [-1.00519, -3.51129, -2.47402], [-0.26279, -2.59009, -3.08742], [0.92221, 1.59521, -3.45462], [1.41771, 2.88861, -3.38522], [0.68871, 3.86961, -2.72662], [-0.52599, 3.50901, -2.15572], [-0.97209, 2.20711, -2.30452], [-0.28209, 1.25391, -2.94292], [2.40951, -4.50309, -3.77322], [0.99161, -6.22779, -2.62392], [-1.22919, -5.51089, -1.72692], [-1.98849, -3.18289, -2.15462], [2.36851, 3.11051, -3.85022], [1.04811, 4.89091, -2.66772], [-1.13669, 4.24071, -1.63992], [-1.95169, 1.91231, -1.93532], [-0.71339, -1.94929, 5.94048], [-0.58069, -1.48089, 4.35248], [-0.49359, -2.67369, 3.08398], [-0.49239, -1.31179, 1.84528], [-0.51429, -0.17219, 2.44778], [-0.55639, -0.23319, 3.80788], [-0.65829, 0.99311, 4.46628], [-0.91079, 2.13781, 3.69988], [-1.07459, 3.36111, 4.31298], [-0.98939, 3.48171, 5.69178], [-0.70029, 2.35791, 6.44688], [-0.52269, 1.12631, 5.84908], [-0.55109, -1.74789, 0.24928], [-0.97739, 2.03921, 2.62958], [-1.27639, 4.23681, 3.71318], [-1.14229, 4.44051, 6.16998], [-0.60949, 2.44321, 7.52148], [-0.29289, 0.26471, 6.45268]],
  "e_lumo_ev": 4.265,
  "gap_ev": 4.1,
  "total_charge": -2
}

---

No. 3
{
  "formula": "C20H14AuI2N3O9",
  "method": "ωB97M-V/def2-TZVPD",
  "elements": ["Au", "O", "C", "O", "C", "C", "C", "C", "C", "C", "O", "N", "O", "O", "N", "O", "O", "H", "H", "I", "C", "C", "C", "I", "C", "C", "C", "C", "N", "C", "C", "O", "H", "H", "H", "H", "C", "C", "C", "O", "C", "H", "H", "H", "H", "H", "H", "H", "H"],
  "positions_angstrom": [[-0.57343, -0.49292, 0.23206], [1.79234, 2.74776, 0.59608], [0.78530, 2.08789, 0.50907], [0.86434, 0.77188, 0.58594], [-0.55431, 2.76889, 0.37182], [-0.56035, 4.13153, 0.63617], [-1.71917, 4.86614, 0.49600], [-2.89992, 4.28372, 0.07708], [-2.89756, 2.93000, -0.16283], [-1.74179, 2.13465, -0.03826], [-1.82975, 0.86990, -0.39570], [-4.17354, 2.32866, -0.57255], [-4.46385, 1.23734, -0.11554], [-4.87957, 2.97898, -1.31174], [-1.70638, 6.30664, 0.78508], [-2.74683, 6.91573, 0.63241], [-0.65739, 6.79675, 1.14614], [0.36232, 4.60664, 0.93631], [-3.79867, 4.86788, -0.05121], [2.49290, -4.40931, 1.65123], [0.53285, -4.37644, 0.98249], [-0.20445, -5.56604, 0.84030], [-1.50455, -5.56854, 0.40931], [-2.51109, -7.38623, 0.24525], [-2.14678, -4.34925, 0.08980], [-3.47958, -4.18524, -0.35571], [-3.97795, -2.94032, -0.62124], [-3.16272, -1.80997, -0.46195], [-1.92015, -1.94632, -0.05793], [-1.38733, -3.17544, 0.23242], [-0.04317, -3.15984, 0.68537], [0.58429, -1.99196, 0.80370], [0.28011, -6.50081, 1.08699], [-4.10510, -5.05939, -0.47933], [-4.99649, -2.80496, -0.95353], [-3.50744, -0.80022, -0.64949], [5.37815, -0.12848, 0.15001], [5.48273, 0.75784, -1.11219], [4.03526, 0.81661, -1.60327], [3.46564, -0.42206, -1.20036], [3.91250, -0.58293, 0.14584], [5.61978, 0.41560, 1.06227], [6.05363, -0.98067, 0.07839], [6.11944, 0.28299, -1.85864], [5.88262, 1.74923, -0.90352], [3.92863, 0.91080, -2.68251], [3.51165, 1.64250, -1.10288], [3.75789, -1.62262, 0.42428], [3.30693, 0.05343, 0.79858]],
  "e_lumo_ev": -1.545,
  "e_above_lowest_kcal_mol": 6.6,
  "gap_ev": 7.4
}

---

No. 4
{
  "formula": "C20H14BClF4N6O4Rh",
  "method": "ωB97M-V/def2-TZVPD",
  "elements": ["Rh", "N", "C", "C", "C", "C", "C", "C", "C", "N", "C", "C", "N", "C", "H", "H", "H", "H", "H", "H", "H", "N", "C", "C", "C", "C", "C", "C", "C", "N", "C", "C", "N", "C", "H", "H", "H", "H", "H", "H", "H", "F", "B", "F", "F", "F", "O", "Cl", "O", "O", "O"],
  "positions_angstrom": [[1.56148, 2.41453, 1.17200], [-3.05506, -2.19346, -7.12529], [-2.59401, -1.50857, -6.32589], [-2.02936, -0.65697, -5.33653], [-1.24062, 0.43185, -5.72058], [-0.68723, 1.25264, -4.76095], [-0.93574, 0.98943, -3.41781], [-1.72985, -0.08325, -3.02284], [-2.26902, -0.91250, -3.98336], [-0.36960, 1.82902, -2.43250], [-0.22616, 3.20201, -2.49993], [0.38212, 3.58705, -1.35425], [0.60617, 2.46873, -0.59163], [0.15093, 1.42434, -1.26119], [-1.05703, 0.61952, -6.76865], [-0.04753, 2.07450, -5.05449], [-1.95338, -0.24947, -1.97716], [-2.89172, -1.74796, -3.69744], [-0.59251, 3.77943, -3.32988], [0.66781, 4.57146, -1.02220], [0.21979, 0.39470, -0.96171], [-0.85417, -7.75328, 2.91762], [-0.75669, -6.61217, 2.84447], [-0.63964, -5.18638, 2.75010], [-1.78932, -4.40034, 2.67440], [-1.67652, -3.02548, 2.57086], [-0.41398, -2.45089, 2.55899], [0.73696, -3.21816, 2.64990], [0.62247, -4.59396, 2.73687], [-0.29404, -1.03678, 2.45949], [-1.01363, -0.10315, 3.17124], [-0.54287, 1.11354, 2.79863], [0.44977, 0.91825, 1.86423], [0.57924, -0.38442, 1.68021], [-2.76305, -4.86931, 2.68737], [-2.56458, -2.41097, 2.48861], [1.71340, -2.74969, 2.68366], [1.50648, -5.21102, 2.81160], [-1.75868, -0.38336, 3.89525], [-0.82374, 2.09570, 3.14029], [1.28902, -0.86676, 1.02844], [1.93030, 4.45637, 2.83266], [1.73490, 4.93729, 1.57894], [0.50218, 4.37244, 1.09643], [2.00089, 6.20162, 1.35982], [2.59130, 4.09499, 0.63439], [5.06232, 1.42110, 1.76285], [3.74336, 1.04489, 1.97188], [3.57654, -0.26758, 2.44740], [2.97624, 1.15079, 0.61532], [2.96607, 2.02967, 2.76037]],
  "e_lumo_ev": -5.108,
  "e_above_lowest_kcal_mol": 0.3,
  "gap_ev": 7.5,
  "total_charge": 1
}

---

No. 5
{
  "formula": "C20H14Cl2N2",
  "method": "ωB97M-V/def2-TZVPD",
  "elements": ["Cl", "C", "C", "C", "C", "C", "C", "C", "C", "C", "Cl", "C", "C", "C", "C", "H", "H", "H", "H", "H", "H", "H", "H", "H", "C", "C", "C", "C", "C", "C", "N", "C", "N", "H", "H", "H", "H", "H"],
  "positions_angstrom": [[0.17743, -5.67400, 3.67760], [0.44838, -3.98755, 3.53540], [1.74064, -3.49337, 3.28756], [1.95684, -2.13341, 3.11792], [0.89047, -1.17656, 3.14822], [1.23927, 0.18736, 2.88231], [0.44737, 1.37268, 3.03391], [1.12469, 2.62504, 2.87622], [0.45894, 3.84119, 2.93244], [-0.92661, 3.88618, 3.16926], [-1.75927, 5.38611, 3.15565], [-1.61365, 2.68098, 3.40202], [-0.94277, 1.45634, 3.37770], [-0.40060, -1.69974, 3.49553], [-0.61243, -3.07127, 3.65476], [2.54300, -4.22078, 3.20923], [2.97284, -1.77067, 2.93470], [2.26991, 0.35950, 2.54838], [2.20124, 2.60884, 2.67661], [0.96772, 4.78697, 2.76825], [-2.68735, 2.70326, 3.59052], [-1.52152, 0.56632, 3.61628], [-1.25783, -1.04390, 3.63505], [-1.61816, -3.43995, 3.86021], [6.80311, 2.59193, -1.19776], [5.91535, 1.76472, -1.89004], [4.83521, 1.16973, -1.21520], [4.62163, 1.43191, 0.20197], [5.52459, 2.24679, 0.88891], [6.60555, 2.82317, 0.18124], [3.48025, 0.75563, 0.57763], [3.04828, 0.10482, -0.54551], [3.83068, 0.33675, -1.64196], [7.65310, 3.07167, -1.68997], [6.02134, 1.56059, -2.95883], [5.36222, 2.41739, 1.96237], [7.32967, 3.48246, 0.69170], [2.18669, -0.55374, -0.60120]],
  "e_lumo_ev": -3.560,
  "gap_ev": 2.7
}

---

No. 6
{
  "formula": "C20H14I2N3O5SbSe4Ta",
  "method": "ωB97M-V/def2-TZVPD",
  "elements": ["Ta", "O", "C", "O", "C", "C", "C", "C", "C", "N", "C", "O", "O", "H", "H", "H", "I", "C", "C", "C", "I", "C", "O", "C", "C", "N", "C", "C", "C", "C", "C", "C", "N", "C", "H", "H", "H", "H", "H", "H", "H", "H", "H", "H", "H", "Se", "Sb", "Se", "Se", "Se"],
  "positions_angstrom": [[-2.82054, 0.04982, 0.23235], [-0.94598, 3.65714, 1.40985], [-1.68892, 2.85464, 0.87516], [-2.53124, 2.01850, 1.35035], [-1.53291, 2.72834, -0.64918], [-0.89258, 3.61668, -1.49485], [-0.67742, 3.25065, -2.81109], [-0.98826, 1.96282, -3.23656], [-1.59592, 1.11037, -2.34529], [-1.93579, 1.54978, -1.12227], [-1.67127, -0.42524, -2.50915], [-1.10590, -0.95269, -3.42184], [-2.30303, -1.01596, -1.48392], [-0.55394, 4.56149, -1.09100], [-0.19583, 3.94236, -3.49129], [-0.73360, 1.59612, -4.22140], [3.35373, -1.55595, 4.98186], [1.95979, -1.18611, 3.49188], [0.90103, -2.05505, 3.30841], [-0.03759, -1.78822, 2.31636], [-1.44534, -3.27670, 1.95061], [0.03703, -0.61539, 1.55731], [-0.92154, -0.24338, 0.70047], [1.17961, 0.18479, 1.65843], [1.49624, 1.37165, 0.76553], [1.26871, 1.18051, -0.66586], [2.31369, 0.41581, -1.31873], [2.17040, -1.06748, -1.03548], [3.25955, -1.85626, -0.69227], [3.05940, -3.21311, -0.48283], [1.78389, -3.72831, -0.63605], [0.76007, -2.86140, -0.99723], [0.94314, -1.56086, -1.18893], [2.11569, -0.10116, 2.64680], [0.80322, -2.94474, 3.91345], [2.55717, 1.59580, 0.95812], [0.92620, 2.24120, 1.09213], [1.20479, 2.09757, -1.08143], [3.32542, 0.74871, -1.03158], [2.22175, 0.54331, -2.40112], [4.24041, -1.41197, -0.57675], [3.88426, -3.85354, -0.19650], [1.57845, -4.77879, -0.47850], [-0.25402, -3.22037, -1.13704], [2.98741, 0.53468, 2.73961], [-7.36211, 0.18823, 2.35527], [-5.34615, 0.20356, 1.22893], [-3.29801, -0.33171, 2.73735], [-4.54447, -1.93012, 0.16258], [-4.94866, 1.76999, -0.63469]],
  "e_lumo_ev": 1.012,
  "e_above_lowest_kcal_mol": 54.3,
  "gap_ev": 5.8,
  "total_charge": -1
}